Below is 4 unconnected molecules or ions with the total composition C2H10O4 in a non-equilibrium geometry, with properties calculated with wB97M-V/def2-TZVPD.

Highest occupied orbital energy in eV: -10.4
SMILES: CC=O.O.O.O
2S+1: 1
Relative energy (zero: lowest compared OMol25 entry of this formula, charge and spin) in kcal/mol: 10.02

Each atom is followed by the atoms it is bonded to, with distances in Å.
Atoms and positions in Å:
1 O -0.04605 0.34624 2.08589  C2 1.207
2 C 1.02837 -0.17941 1.92149  O1 1.207, C3 1.500, H4 1.113
3 C 1.39721 -1.22110 0.90748  C2 1.500, H5 1.095, H6 1.085, H7 1.103
4 H 1.86793 0.17809 2.55924  C2 1.113
5 H 0.74478 -2.09974 0.88113  C3 1.095
6 H 2.40588 -1.62111 0.91447  C3 1.085
7 H 1.22294 -0.75989 -0.07887  C3 1.103
8 H -1.71944 -0.24558 0.63694  O10 0.968
9 H -2.28624 0.93498 1.28279  O10 0.947
10 O -2.36204 0.45795 0.46794  H8 0.968, H9 0.947
11 H -1.82293 2.40792 -1.58201  O13 0.973
12 H -0.86436 1.65807 -0.71034  O13 0.968
13 O -0.92474 2.03399 -1.60012  H11 0.973, H12 0.968
14 H 0.64576 -1.20525 -3.04869  O16 0.965
15 H -0.09420 -0.18320 -2.22891  O16 0.973
16 O 0.80714 -0.50195 -2.40843  H14 0.965, H15 0.973

Results of the natural (NBO) charge analysis, in e, for atoms 1 through 6: number 1, O, carries -0.565; number 2, C, carries 0.464; number 3, C, carries -0.765; number 4, H, carries 0.106; number 5, H, carries 0.241; number 6, H, carries 0.234

***

Below is 4 unconnected molecules or ions with the total composition C2H10O5 in a non-equilibrium geometry, with properties calculated with wB97M-V/def2-TZVPD.

Highest occupied orbital energy in eV: -10.7
SMILES: CC(=O)O.O.O.O
2S+1: 1
Relative energy (zero: lowest compared OMol25 entry of this formula, charge and spin) in kcal/mol: 40.89

Each atom is followed by the atoms it is bonded to, with distances in Å.
Atoms and positions in Å:
1 O 0.65705 1.29367 1.98588  C2 1.188
2 C 1.31779 1.60430 1.04881  O1 1.188, O3 1.363, C4 1.511
3 O 2.17839 2.65939 1.11572  C2 1.363, H5 0.958
4 C 1.48228 0.81068 -0.22602  C2 1.511, H6 1.082, H7 1.090, H8 1.075
5 H 1.90396 3.55411 1.31916  O3 0.958
6 H 2.42021 0.28585 -0.09934  C4 1.082
7 H 0.71122 0.05427 -0.08171  C4 1.090
8 H 1.39066 1.46658 -1.07240  C4 1.075
9 H 0.20784 -3.42866 -2.00307  O11 0.950
10 H -0.93780 -2.66936 -0.99571  O11 0.948
11 O -0.07758 -3.01300 -1.19740  H9 0.950, H10 0.948
12 H -1.59438 -0.83385 3.14075  O14 0.960
13 H -2.11047 -1.24468 1.73673  O14 0.958
14 O -2.05564 -1.51987 2.65241  H12 0.960, H13 0.958
15 H -1.16353 0.06962 -2.17092  O17 0.969
16 H -2.54549 0.17120 -2.65906  O17 0.964
17 O -1.78449 0.73974 -2.49381  H15 0.969, H16 0.964

Results of the natural (NBO) charge analysis, in e, for atoms 1 through 6: number 1, O, carries -0.565; number 2, C, carries 0.809; number 3, O, carries -0.753; number 4, C, carries -0.724; number 5, H, carries 0.511; number 6, H, carries 0.249

***

Below is 4 unconnected molecules or ions with the total composition C2H10O5 in a non-equilibrium geometry, with properties calculated with wB97M-V/def2-TZVPD.

Highest occupied orbital energy in eV: -10.1
SMILES: CC(=O)O.O.O.O
2S+1: 1
Relative energy (zero: lowest compared OMol25 entry of this formula, charge and spin) in kcal/mol: 18.30

Each atom is followed by the atoms it is bonded to, with distances in Å.
Atoms and positions in Å:
1 O 0.53713 0.25576 0.09546  C2 1.202
2 C 0.27151 1.22228 -0.56775  O1 1.202, O3 1.331, C4 1.526
3 O 0.32933 1.29868 -1.89520  C2 1.331, H5 0.978
4 C -0.23972 2.53707 0.01489  C2 1.526, H6 1.098, H7 1.096, H8 1.090
5 H 0.55643 0.44415 -2.31386  O3 0.978
6 H -0.85250 3.07043 -0.72377  C4 1.098
7 H 0.60389 3.14544 0.36011  C4 1.096
8 H -0.92082 2.26014 0.82024  C4 1.090
9 H 1.63028 -2.56426 3.55807  O11 0.961
10 H 1.34548 -2.76081 2.12360  O11 0.965
11 O 0.95629 -2.94300 2.98795  H9 0.961, H10 0.965
12 H -2.48034 -1.79335 2.03146  O14 0.964
13 H -2.84051 -0.52271 2.90308  O14 0.974
14 O -2.93203 -0.94189 2.02871  H12 0.964, H13 0.974
15 H 1.00325 -1.47423 -4.18966  O17 0.960
16 H 1.99199 -0.54804 -3.59070  O17 0.963
17 O 1.04033 -0.68565 -3.64263  H15 0.960, H16 0.963

Results of the natural (NBO) charge analysis, in e, for atoms 1 through 6: number 1, O, carries -0.609; number 2, C, carries 0.801; number 3, O, carries -0.700; number 4, C, carries -0.727; number 5, H, carries 0.514; number 6, H, carries 0.229